# 1
The molecule CH2N4O6. Source: the OMol25 dataset; level of theory: ωB97M-V/def2-TZVPD.

XYZ file:
```
13
Properties=species:S:1:pos:R:3:forces:R:3:mulliken_charge:R:1
C -1.7118 1.9803 1.0049 -1.025 2.259 2.477 -0.0173
N 0.6944 0.6163 -0.8753 0.187 0.393 -2.734 -0.3349
N -1.3525 1.3137 0.0045 1.262 -0.902 0.473 0.7126
N -0.6483 2.3187 1.9718 0.240 0.041 0.103 0.9744
N -2.9007 2.9750 1.0633 1.816 -1.703 0.783 1.0376
O 0.0656 0.4763 0.2586 -0.165 -0.102 -0.499 -0.2299
O -1.6782 1.1116 -1.0936 -1.782 0.061 -2.366 -0.6006
O 0.4074 2.6048 1.4319 -0.103 0.549 0.927 -0.5158
O -0.9099 2.3389 3.1555 0.250 -0.215 -0.769 -0.5323
O -3.0089 3.6652 2.0359 0.152 0.201 0.016 -0.5372
O -3.5974 2.8994 0.1142 -1.401 0.173 -1.604 -0.5516
H 0.2561 0.1595 -1.7793 0.716 0.875 2.668 0.3079
H 0.9321 1.6329 -1.0843 -0.147 -1.630 0.526 0.2873
```
Forces are in eV/Å.

Net charge: 0
LUMO energy (eV): -1.3
Strongest force on any atom (eV/Å): 3.51
HOMO (eV): -10.68


# 2
A structure of composition C15H22NO5PS. Source: the OMol25 dataset; level of theory: ωB97M-V/def2-TZVPD.

XYZ file:
```
45
Properties=species:S:1:pos:R:3:forces:R:3:mulliken_charge:R:1
C 2.6453 -0.5679 0.0522 -1.298 0.449 -0.275 -0.8884
C 1.2918 0.1783 -0.2689 0.828 0.643 -0.454 -0.2691
C 1.5369 1.6709 -0.6973 -0.057 -0.485 -0.344 -0.5699
N 0.5224 1.9966 -1.7125 -0.154 -0.819 1.133 -0.1650
O 0.3355 3.3748 -1.8700 -1.163 -0.288 -0.686 -0.2736
S -1.2800 3.8234 -1.5207 0.512 1.003 1.829 0.6516
O -1.2469 4.0589 -0.0547 -0.370 -0.791 -2.349 -0.5135
O -2.2201 2.4866 -1.8581 0.043 0.462 1.442 -0.2483
P -2.4065 1.4021 -0.5414 -0.149 -1.373 0.981 0.5370
O -3.4437 2.1257 0.5791 0.635 -0.303 -2.381 -0.4813
O -3.4630 0.2536 -1.2119 0.491 1.851 0.384 -0.5001
H 2.6577 -1.5198 -0.5030 0.179 0.230 0.541 0.2628
H 3.4879 0.0441 -0.3031 -0.142 -0.335 0.355 0.1913
H 2.6733 -0.7199 1.1417 0.477 -0.162 -0.491 0.2814
H 0.7803 -0.2957 -1.1280 0.189 0.047 0.472 0.2620
H 0.5993 0.1732 0.5860 0.205 -0.135 -0.389 0.2327
H 1.4236 2.3750 0.1388 -0.004 -0.253 -0.308 0.2481
H 2.5524 1.7829 -1.1318 -0.324 -0.010 0.379 0.4286
H 0.7175 1.5575 -2.6052 0.181 0.498 -0.136 0.2066
H -3.4547 1.4987 1.3080 -0.125 -0.075 0.367 0.3219
H -2.9536 -0.4290 -1.6543 0.209 -0.148 -0.121 0.2989
C -7.6396 0.5168 0.2872 0.015 -0.091 0.089 -0.6079
C -8.4236 -0.1293 1.2356 0.035 -0.002 -0.026 -0.3011
C -7.8601 -1.0902 2.0660 0.038 0.015 -0.020 -0.3712
C -6.5098 -1.3984 1.9537 -0.022 0.042 -0.017 -0.4655
C -5.7254 -0.7495 1.0073 -0.075 0.014 0.047 -0.2804
C -6.2901 0.2054 0.1709 -0.129 0.039 0.010 -0.1193
H -8.0801 1.2635 -0.3617 0.013 -0.010 0.012 0.3525
H -9.4747 0.1158 1.3273 0.019 -0.013 -0.003 0.3586
H -8.4725 -1.5981 2.8008 0.012 0.015 -0.007 0.3547
H -6.0692 -2.1445 2.6040 -0.012 0.010 -0.012 0.3539
H -4.6724 -0.9888 0.9200 -0.021 -0.016 -0.049 0.3871
H -5.6805 0.7049 -0.5673 -0.011 -0.020 0.031 0.3296
C 6.6056 -0.4953 0.6150 0.006 -0.046 -0.018 -0.4128
C 7.3830 -0.4308 -0.5347 -0.010 -0.028 0.015 -0.3746
C 7.7931 -1.6001 -1.1632 -0.045 -0.017 0.039 -0.3785
C 7.4178 -2.8344 -0.6467 -0.011 0.057 0.013 -0.3617
C 6.6374 -2.8987 0.5011 0.010 0.032 -0.012 -0.4128
C 6.2348 -1.7296 1.1344 0.017 0.012 -0.052 -0.3029
H 6.2886 0.4164 1.1066 0.008 -0.016 -0.007 0.4079
H 7.6702 0.5314 -0.9408 0.004 -0.019 0.015 0.3616
H 8.4043 -1.5498 -2.0557 -0.017 0.001 0.011 0.3599
H 7.7336 -3.7458 -1.1391 -0.003 0.015 0.013 0.3597
H 6.3436 -3.8607 0.9026 0.013 0.020 -0.003 0.3621
H 5.6307 -1.7800 2.0318 0.003 0.001 -0.018 0.3877
```
Forces are in eV/Å.

Net charge: 0
LUMO energy (eV): 0.5
Strongest force on any atom (eV/Å): 2.51
HOMO (eV): -8.86


For the records above, the corresponding HOMO-LUMO gap values read 0.3453 0.3429 hartree.